[1]
# H2N2O4S

The molecule H2N2O4S at a distorted geometry (wB97M-V/def2-TZVPD, the OMol25 dataset).

```
9
H2N2O4S | the OMol25 dataset | wB97M-V/def2-TZVPD
N 2.00776 -0.75668 0.21770
N 1.32157 0.31020 -0.10043
O 3.21127 -0.55427 0.45277
O -2.26466 -0.85045 -0.85691
O -0.62872 1.43297 0.49537
O -0.95020 -1.02845 -0.25815
S -0.10158 0.40736 -0.67571
H -2.75108 -0.95127 -0.06637
H 0.15565 1.99061 0.79174
```

charge: 0
energy relative to the best compared isomer or geometry (same formula, charge and spin): 486.8 kJ/mol
max |F|: 0.062 Eh/bohr

From a Mulliken analysis of the wavefunction, the atomic charges in e read: -0.042 0.018 -0.443 -0.311 -0.490 -0.185 0.690 0.343 0.421

[2]
# H2N2O5S2

The ion H2N2O5S2 with charge -2 at a distorted geometry (wB97M-V/def2-TZVPD, the OMol25 dataset).

```
11
H2N2O5S2 | the OMol25 dataset | wB97M-V/def2-TZVPD
N 0.54293 0.59567 -0.57720
N 0.96225 -0.95853 -0.90787
O 0.98274 -0.89535 1.65759
O -1.27582 -2.07936 -0.15823
O 2.80080 -2.11756 0.38240
O -1.17782 -1.11700 -2.28508
O 0.14585 -3.18092 -1.74522
S 1.34213 -1.89963 0.56851
S -0.36580 -1.87948 -1.29458
H 0.82913 0.44907 0.47131
H -0.41115 0.69307 -0.84772
```

charge: -2
energy relative to the best compared isomer or geometry (same formula, charge and spin): 52.9 kJ/mol
max |F|: 0.099 Eh/bohr
structure (SMILES): NN1S(=O)(=O)S1(=O)([O-])[O-]

From a Mulliken analysis of the wavefunction, the atomic charges in e read: -0.581 -0.202 -0.707 -0.657 -0.628 -0.771 -0.683 0.484 1.081 0.398 0.267

Number 1: frontier orbital gap 9.1 eV, total energy -22030.14508 eV, LUMO -0.2 eV. Number 2: frontier orbital gap 6.9 eV, total energy -34918.41312 eV, LUMO 6.6 eV.